Formula: C3H17NO6
Source: OMol25
Level of theory: ωB97M-V with the def2-TZVPD basis set

Structure (XYZ):
```
27
Properties=species:S:1:pos:R:3:forces:R:3:mulliken_charge:R:1
N 0.6346 -0.5640 0.6766 -2.169 2.736 -1.817 -0.460
C 0.9811 0.7561 0.0591 -0.893 2.278 1.565 0.831
C 2.4487 1.0034 0.0887 2.997 2.216 -0.213 -0.511
O 3.0323 -0.1185 0.5947 2.777 -3.220 -0.077 -0.500
C 0.6921 0.8930 -1.4766 -2.677 0.790 2.017 -0.698
O -0.7412 0.5809 -1.6073 1.272 1.571 -1.153 -0.531
H 1.2788 -1.2366 0.3879 1.027 -1.210 -0.384 0.219
H 0.5630 -0.5986 1.6751 -0.059 0.365 0.230 0.192
H 0.4370 1.6662 0.7122 1.137 -2.645 -1.959 -0.383
H 2.8861 1.7694 0.7980 -1.285 0.370 -1.112 0.228
H 2.8524 1.2049 -0.9766 -0.518 0.026 1.553 0.319
H 3.8775 -0.3393 0.1459 -0.872 0.403 0.541 0.304
H 1.2085 0.1541 -1.9945 1.170 -1.581 -0.876 0.503
H 1.0759 1.8803 -1.9247 -1.333 -1.093 0.916 0.318
H -0.9121 0.1787 -0.7615 -0.265 -0.329 0.753 0.117
O -1.6664 -2.0485 -1.9444 0.848 0.033 -1.121 -0.665
H -1.3927 -1.4888 -1.2104 0.123 -0.130 -0.172 0.365
H -1.0929 -1.7351 -2.7007 -1.065 -0.386 1.369 0.326
O -3.3282 -0.6491 1.3645 -0.407 0.909 6.650 -0.607
H -3.0474 0.2358 1.6198 0.040 -0.173 -1.001 0.317
H -3.3096 -0.9024 0.5257 0.372 -0.722 -5.695 0.287
O -0.4251 -3.0106 1.4386 1.843 -0.891 -4.003 -0.623
H -0.7744 -3.2612 0.5180 1.126 0.608 1.759 0.312
H -1.2028 -3.0416 1.9010 -3.053 0.045 2.318 0.293
O -1.7301 2.9756 0.8243 3.110 1.348 1.701 -0.673
H -1.5715 2.3878 0.0777 0.377 0.084 -0.138 0.387
H -0.7737 3.3080 1.1888 -3.624 -1.403 -1.651 0.333
```
Positions in Å, forces in eV/Å.

Results
2S+1: 1
Energy above the lowest of the compared OMol25 structures with the same formula, charge and spin: 3.094 eV
Charge: 0
SMILES: NC(CO)CO.O.O.O.O
Orbital gap: 10.02 eV

***

Formula: C3H18N5O6P3
Source: OMol25
Level of theory: ωB97M-V with the def2-TZVPD basis set

Structure (XYZ):
```
35
Properties=species:S:1:pos:R:3:forces:R:3:mulliken_charge:R:1
N -4.1225 1.0079 -2.4483 0.129 -0.303 -0.048 -0.595
P -2.5526 1.0513 -3.1652 -0.150 0.558 -0.059 0.175
O -1.6694 1.9036 -2.0271 0.033 -0.163 0.022 -0.472
P -1.8278 -1.0256 -2.5033 0.142 -0.325 0.012 0.244
C -1.2009 -2.7567 -1.9169 0.073 0.168 0.082 -0.986
P -1.8211 -3.1491 -0.2926 -0.232 0.048 0.050 0.807
O -3.2270 -2.7690 -0.0967 -0.061 -0.003 -0.104 -0.653
O -1.5662 -4.7019 -0.0049 0.025 0.107 -0.050 -0.502
O -0.8073 -2.4585 0.7352 0.233 -0.093 -0.196 -0.441
H -4.4036 0.0831 -2.1286 -0.040 0.084 0.174 0.301
H -4.2837 1.6784 -1.7076 -0.155 0.016 -0.101 0.247
H -2.2325 2.4751 -1.4980 0.129 0.124 0.080 0.279
H -3.1807 -1.4466 -2.2686 0.035 -0.031 -0.100 -0.059
H -1.0159 -0.3886 -1.5034 -0.115 0.137 -0.045 -0.020
H -1.2024 -1.2179 -3.7641 0.010 -0.116 -0.003 0.057
H -0.1051 -2.7400 -1.9210 -0.062 -0.123 -0.084 0.470
H -1.5465 -3.5265 -2.6121 -0.002 0.055 -0.005 0.431
H -2.3992 -5.1564 -0.1844 0.011 -0.213 0.154 0.344
H -0.2065 -1.8567 0.2775 0.024 0.092 0.171 0.342
N 0.2929 -0.7757 3.0432 0.021 0.012 0.132 -0.383
C 0.9679 0.3828 2.8236 -0.007 -0.021 -0.057 0.709
N 0.5409 1.4690 3.5300 0.013 -0.013 -0.010 -0.355
O 1.8979 0.4420 2.0281 0.025 -0.013 -0.037 -0.723
H -0.4886 -0.8593 3.6650 -0.021 0.034 -0.028 0.144
H 0.5907 -1.5880 2.5376 -0.040 -0.047 0.022 0.180
H 1.0184 2.3375 3.3815 -0.003 -0.006 -0.001 0.190
H -0.2185 1.4370 4.1830 0.008 -0.019 0.002 0.166
N 3.5103 2.8313 1.2956 0.056 -0.059 -0.045 -0.235
C 4.5005 3.2688 0.4671 -0.011 -0.042 0.000 0.554
N 5.0580 2.2987 -0.3266 0.016 -0.010 -0.022 -0.344
O 4.8713 4.4298 0.4253 0.004 0.022 0.003 -0.664
H 3.1844 1.8777 1.3469 -0.099 0.079 0.082 0.277
H 3.0875 3.5211 1.8865 0.038 0.040 -0.026 0.144
H 5.7895 2.5812 -0.9503 -0.007 0.014 0.010 0.204
H 4.7678 1.3400 -0.3065 -0.019 0.010 0.025 0.167
```
Positions in Å, forces in eV/Å.

Results
2S+1: 1
Charge: 0
SMILES: NP(O)[PH3]CP(=O)(O)O.NC(N)=O.NC(N)=O
Orbital gap: 7.76 eV

***

Formula: C3H19NO5S2
Source: OMol25
Level of theory: ωB97M-V with the def2-TZVPD basis set

Structure (XYZ):
```
30
Properties=species:S:1:pos:R:3:forces:R:3:mulliken_charge:R:1
C 0.1761 -1.3033 2.7735 0.373 0.838 1.056 -1.006
N -0.4309 -0.4648 1.7488 -0.430 -0.378 0.663 0.082
C -1.2664 -1.2340 0.8380 0.523 -0.300 -0.450 -0.607
C -1.8386 -0.3496 -0.2485 -0.367 -0.290 0.310 -0.795
S -0.5531 0.3150 -1.3318 -0.031 0.579 0.256 0.014
S -0.1543 -1.2131 -2.5675 -0.058 -0.731 -0.969 -0.238
H -0.4999 -2.0026 3.2712 -0.185 -0.086 -0.590 0.365
H 0.4633 -0.6417 3.6008 0.212 -0.051 -0.055 0.321
H 1.0905 -1.7886 2.4313 -0.163 -0.319 -0.007 0.225
H 0.3371 0.0191 1.2947 -0.280 -0.240 -0.570 0.067
H -0.6872 -2.0493 0.3970 0.018 -0.085 -0.354 0.305
H -2.0713 -1.7384 1.3763 -0.085 0.319 0.324 0.425
H -2.3754 0.4834 0.2136 0.247 0.312 -0.238 0.449
H -2.6238 -0.8453 -0.8206 0.307 -0.213 -0.212 0.436
H 0.9051 -1.8915 -2.0674 -0.159 0.425 0.494 0.128
O -0.5267 3.3988 0.2442 0.226 -0.281 -0.043 -0.671
H -0.1706 3.9280 0.9656 -0.156 0.041 0.008 0.305
H -1.1468 2.7846 0.6609 -0.095 0.194 0.194 0.409
O -2.2291 1.6706 2.5440 -0.539 0.781 -0.160 -0.720
H -2.1352 0.9540 1.9082 0.445 -0.206 0.498 0.227
H -1.4114 1.6757 3.0454 0.090 -0.336 -0.060 0.310
O 1.7586 -2.2783 0.1930 1.005 -0.623 0.197 -0.543
H 2.7065 -2.2228 -0.0445 -0.630 0.583 -0.297 0.281
H 1.7671 -3.0583 0.7616 -0.404 -0.027 -0.017 0.268
O 2.1304 1.9319 0.1653 -0.376 -0.011 0.436 -0.667
H 1.2259 2.2139 -0.0590 0.083 0.123 -0.163 0.322
H 2.1202 1.9555 1.1310 0.181 0.020 -0.133 0.289
O 3.2579 -0.3408 -1.0997 0.094 -0.305 0.158 -0.633
H 4.0572 -0.0425 -0.6484 -0.229 0.151 -0.154 0.282
H 2.5333 0.1548 -0.6767 0.385 0.115 -0.118 0.370
```
Positions in Å, forces in eV/Å.

Results
2S+1: 1
Energy above the lowest of the compared OMol25 structures with the same formula, charge and spin: 0.000 eV
Charge: 0
SMILES: CNCCSS.O.O.O.O.O
Orbital gap: 9.22 eV

***

Formula: C3H19NO7
Source: OMol25
Level of theory: ωB97M-V with the def2-TZVPD basis set

Structure (XYZ):
```
30
Properties=species:S:1:pos:R:3:forces:R:3:mulliken_charge:R:1
N 0.3001 0.0828 -1.1071 -1.023 0.599 0.973 -0.466
C 0.1491 0.4333 0.3148 0.350 2.108 0.930 0.361
C 1.2054 1.5627 0.7358 1.067 1.899 1.784 -0.490
O 2.3932 1.0175 1.3741 -1.990 2.955 1.223 -0.516
C -1.2202 1.0883 0.7321 1.609 0.957 -1.177 -1.066
O -2.3748 0.3985 0.4971 -2.127 -2.289 0.131 -0.534
H 0.1129 0.9978 -1.4603 0.276 0.633 -1.431 0.279
H 1.2769 -0.1352 -1.2374 0.020 0.131 -0.439 0.181
H 0.4375 -0.4431 0.8615 -0.432 -0.267 0.725 0.425
H 1.0603 2.4307 1.5161 -1.327 -1.744 -1.407 0.283
H 1.4804 2.1540 -0.1618 -0.013 -0.500 0.010 0.287
H 2.5353 0.3496 0.7915 1.952 -3.673 -2.121 0.394
H -1.4585 2.0272 0.1160 1.227 -0.916 1.117 0.267
H -1.0766 1.3089 1.7870 -0.184 0.330 0.212 0.437
H -2.4035 -0.5132 0.8551 0.401 0.846 -0.097 0.332
O -2.4779 -0.3518 -2.0988 1.126 -1.787 -4.693 -0.746
H -1.5291 -0.4050 -1.9629 0.332 -0.037 0.611 0.363
H -2.8781 -0.0703 -1.3493 -1.402 1.324 3.831 0.367
O 0.2140 -1.7335 2.5936 -2.551 -0.508 2.449 -0.645
H -0.1544 -2.6638 2.7675 0.765 2.035 -0.222 0.313
H -0.3216 -1.1449 3.2719 1.720 -1.784 -2.035 0.313
O 3.1007 -1.0829 -0.1792 0.834 -0.670 -0.054 -0.684
H 2.4257 -1.5313 -0.6949 -0.260 -0.486 -0.106 0.248
H 3.8080 -1.7460 -0.0438 -0.575 0.656 -0.109 0.291
O -1.7925 2.3958 -2.2733 -0.858 -1.669 -0.357 -0.643
H -2.7041 2.1025 -1.9687 1.727 0.483 -0.685 0.332
H -1.4793 1.5824 -2.7766 -0.901 1.508 0.869 0.354
O 0.6484 -2.6757 -0.5905 6.264 -1.503 2.309 -0.637
H -0.2301 -2.5496 -0.6719 -4.561 0.730 0.096 0.281
H 0.9527 -2.8857 0.3625 -1.467 0.639 -2.337 0.320
```
Positions in Å, forces in eV/Å.

Results
2S+1: 1
Energy above the lowest of the compared OMol25 structures with the same formula, charge and spin: 3.347 eV
Charge: 0
SMILES: NC(CO)CO.O.O.O.O.O
Orbital gap: 9.39 eV

***

The records above give, respectively, E_LUMO values of 0.0121; 0.0076; 0.0088; -0.0045 Eh.